This record from the Open Molecules 2025 dataset describes a structure of composition C36H66N13O6PSV in a non-equilibrium geometry. The level of theory is ωB97M-V/def2-TZVPD.

The charge is +2. For the energy above the lowest of the compared OMol25 structures with the same formula, charge and spin, the calculation gives 66.00 kcal per mole. Its LUMO energy (alpha / beta) is -5.92 / -5.26 eV. The value obtained for the HOMO energy (alpha / beta) is -13.174 / -13.179 eV. For the largest force on an atom, the calculation gives 7.19 eV/A. The multiplicity is 2.

```
124
C36H66N13O6PSV ωB97M-V/def2-TZVPD
V 0.249 -0.576 -1.755
N -1.267 0.657 -2.328
C -1.437 0.733 -3.768
C -0.052 0.758 -4.423
N 0.836 -0.234 -3.803
C 1.054 -1.435 -4.604
C -0.202 -2.305 -4.523
N -0.637 -2.328 -3.124
H -2.139 0.374 -1.878
H -1.022 1.563 -1.885
H -2.006 1.621 -4.077
H -1.991 -0.150 -4.095
H 0.380 1.753 -4.287
H -0.146 0.578 -5.501
H 1.732 0.215 -3.632
H 1.906 -1.979 -4.186
H 1.281 -1.197 -5.653
H 0.006 -3.307 -4.916
H -0.979 -1.862 -5.148
H -0.260 -3.153 -2.660
H -1.650 -2.408 -3.059
C -6.226 1.591 2.007
C -5.412 1.361 0.737
C -4.990 -0.101 0.573
N -3.932 -0.387 1.513
C -2.755 -0.898 1.222
S -2.463 -1.629 -0.272
N -1.742 -0.950 2.127
C -1.579 -0.396 3.407
O -0.458 -0.153 3.775
C -2.776 -0.171 4.249
C -2.799 0.977 5.041
C -3.906 1.255 5.822
C -4.976 0.374 5.863
C -4.932 -0.799 5.123
C -3.837 -1.076 4.323
H -6.521 2.636 2.075
H -5.661 1.346 2.906
H -7.126 0.980 1.995
H -4.502 1.967 0.748
H -6.010 1.655 -0.127
H -4.614 -0.285 -0.437
H -5.838 -0.771 0.754
H -4.025 0.083 2.406
H -0.812 -1.047 1.705
H -1.950 1.645 5.030
H -3.925 2.156 6.415
H -5.829 0.585 6.491
H -5.751 -1.499 5.173
H -3.795 -2.003 3.770
C -0.098 -6.310 3.341
C 0.334 -6.907 2.007
N 0.552 -5.903 0.968
C -0.408 -5.826 -0.110
C -1.716 -5.161 0.316
C 1.676 -5.166 1.070
O 2.472 -5.310 1.978
C 2.024 -4.141 0.014
C 3.340 -4.164 -0.455
C 3.772 -3.158 -1.301
C 2.881 -2.156 -1.651
N 1.624 -2.129 -1.221
C 1.211 -3.090 -0.393
H -0.256 -7.116 4.050
H -1.022 -5.748 3.248
H 0.676 -5.657 3.729
H -0.419 -7.606 1.643
H 1.279 -7.439 2.154
H -0.623 -6.841 -0.458
H 0.038 -5.280 -0.945
H -2.224 -5.761 1.066
H -2.379 -5.051 -0.538
H -1.528 -4.176 0.735
H 4.002 -4.954 -0.133
H 4.787 -3.146 -1.666
H 3.185 -1.326 -2.276
H 0.193 -2.993 -0.027
C -2.283 3.688 2.613
N -1.687 3.849 1.306
C -1.276 5.047 0.859
C -0.624 5.175 -0.327
C -0.334 3.973 -1.023
N -0.814 2.812 -0.620
C -1.549 2.697 0.501
O -2.084 1.655 0.840
N 0.408 3.968 -2.145
H -2.118 4.587 3.201
H -1.811 2.837 3.105
H -3.353 3.480 2.531
H -1.477 5.898 1.491
H -0.308 6.131 -0.699
H 0.892 4.811 -2.401
H 0.838 3.090 -2.400
O 0.336 -0.092 -0.303
O 0.553 0.198 0.895
C 2.254 3.104 0.937
N 3.277 2.268 0.352
C 3.441 1.021 1.054
P 3.512 2.212 -1.322
O 2.523 1.446 -2.114
N 3.485 3.841 -1.764
C 4.239 4.836 -1.024
C 3.491 4.086 -3.196
N 5.036 1.534 -1.421
C 5.420 0.693 -2.528
C 6.142 2.073 -0.661
H 1.317 2.542 1.046
H 2.081 3.991 0.330
H 2.583 3.406 1.936
H 2.474 0.495 1.135
H 3.786 1.221 2.070
H 4.150 0.383 0.532
H 4.310 4.553 0.023
H 3.719 5.795 -1.096
H 5.248 4.970 -1.423
H 2.954 3.286 -3.701
H 4.504 4.134 -3.607
H 3.007 5.040 -3.412
H 4.535 0.435 -3.105
H 5.881 -0.225 -2.154
H 6.137 1.191 -3.190
H 5.763 2.704 0.137
H 6.819 2.653 -1.296
H 6.709 1.254 -0.215
```

***

This record from the Open Molecules 2025 dataset describes a structure of composition C3H4N4 in a non-equilibrium geometry. The level of theory is ωB97M-V/def2-TZVPD.

The charge is 0. For the energy above the lowest of the compared OMol25 structures with the same formula, charge and spin, the calculation gives 136.87 kcal per mole. Its LUMO energy is 0.54 eV. The value obtained for the HOMO energy is -8.446 eV. For the largest force on an atom, the calculation gives 2.91 eV/A. The multiplicity is 1.

```
11
C3H4N4 ωB97M-V/def2-TZVPD
N 1.783 -0.400 -0.547
C 0.642 0.332 -0.393
C 0.141 1.163 0.535
N -1.254 0.949 0.294
C -1.702 -0.414 0.392
N -1.175 -1.086 -0.555
N -0.588 0.118 -1.077
H 2.239 -0.659 0.315
H 1.808 -1.102 -1.270
H 0.550 1.852 1.251
H -2.451 -0.768 1.079
```

***

This record from the Open Molecules 2025 dataset describes a cluster of 2 separate species, C4H9NO in total. The level of theory is ωB97M-V/def2-TZVPD.

The charge is 0. For the energy above the lowest of the compared OMol25 structures with the same formula, charge and spin, the calculation gives 56.42 kcal per mole. Its LUMO energy is 0.88 eV. The value obtained for the HOMO energy is -9.958 eV. For the largest force on an atom, the calculation gives 0.28 eV/A. The multiplicity is 1.

```
15
C4H9NO ωB97M-V/def2-TZVPD
C 0.614 1.265 -1.255
C -0.587 0.772 -0.966
O 2.371 -1.101 -0.048
C -1.042 0.338 0.387
C -1.152 -1.081 0.805
N -0.070 -0.235 1.311
H 2.151 -0.736 -0.912
H 0.848 1.606 -2.261
H 1.401 1.341 -0.509
H -1.347 0.713 -1.745
H 1.629 -0.810 0.514
H -1.791 1.001 0.822
H -0.825 -1.878 0.141
H -1.963 -1.346 1.481
H -0.240 0.060 2.268
```

***

This record from the Open Molecules 2025 dataset describes a structure of composition C14H16ClNSm in a non-equilibrium geometry. The level of theory is ωB97M-V/def2-TZVPD.

The charge is -1. Its LUMO energy (alpha / beta) is 2.53 / 2.53 eV. The value obtained for the HOMO energy (alpha / beta) is -3.058 / -3.080 eV. For the largest force on an atom, the calculation gives 6.49 eV/A. The multiplicity is 6.

```
33
C14H16ClNSm ωB97M-V/def2-TZVPD
C 0.475 -1.753 -1.167
C 0.137 -2.487 0.022
C 1.273 -2.462 0.906
C 2.323 -1.723 0.252
C 1.833 -1.288 -1.033
Sm 0.486 -0.091 0.667
N -1.022 0.688 -0.938
C -2.422 0.582 -0.613
C -2.312 -0.166 0.709
H 1.332 -2.952 1.873
H -0.799 -3.027 0.188
H 3.322 -1.543 0.649
H 2.402 -0.765 -1.802
H -0.155 -1.639 -2.044
H -2.536 -1.237 0.615
H -2.996 0.028 -1.389
H -0.921 1.096 -1.870
H -2.811 0.311 1.555
H -2.861 1.600 -0.458
Cl 4.398 2.573 1.190
C 3.320 3.892 1.116
C 3.779 5.179 1.362
C 2.885 6.259 1.376
C 1.519 6.030 1.175
C 1.047 4.749 0.914
C 1.946 3.640 0.790
C 1.496 2.375 0.353
H 4.841 5.340 1.539
H 3.259 7.270 1.536
H 0.819 6.868 1.220
H -0.019 4.571 0.771
H 0.530 2.347 -0.177
H 2.247 1.626 0.041
```

***

This record from the Open Molecules 2025 dataset describes a structure of composition C3H12FN6O3Ti2 in a non-equilibrium geometry. The level of theory is ωB97M-V/def2-TZVPD.

The charge is +1. Its LUMO energy (alpha / beta) is -4.99 / -5.65 eV. The value obtained for the HOMO energy (alpha / beta) is -11.435 / -12.633 eV. For the largest force on an atom, the calculation gives 7.58 eV/A. The multiplicity is 7.

```
27
C3H12FN6O3Ti2 ωB97M-V/def2-TZVPD
Ti 1.239 1.971 -2.468
Ti 1.330 2.726 0.060
F 0.617 1.239 -0.874
C -2.237 1.531 -0.493
O -3.384 2.002 -0.431
N -1.841 0.738 -1.456
N -1.192 1.770 0.317
H -0.850 0.567 -1.550
H -2.518 0.566 -2.186
H -0.284 1.367 0.133
H -1.259 2.336 1.151
C 2.251 -0.717 0.076
O 2.966 -1.587 0.466
N 1.987 -0.476 -1.179
N 1.669 0.061 0.886
H 1.448 0.321 -1.486
H 2.305 -1.257 -1.733
H 1.012 0.741 0.529
H 1.737 -0.254 1.843
C -0.724 -1.381 1.443
O -0.689 -0.676 2.440
N -0.597 -1.017 0.227
N -0.864 -2.676 1.474
H -0.259 -0.070 0.123
H -0.641 -1.725 -0.492
H -0.910 -2.997 2.431
H -0.311 -3.105 0.747
```

***

This record from the Open Molecules 2025 dataset describes the ion C5H11IN with charge +1 in a non-equilibrium geometry. The level of theory is ωB97M-V/def2-TZVPD.

The charge is +1. For the energy above the lowest of the compared OMol25 structures with the same formula, charge and spin, the calculation gives 87.96 kcal per mole. Its LUMO energy (alpha / beta) is -3.60 / -8.57 eV. The value obtained for the HOMO energy (alpha / beta) is -8.919 / -12.918 eV. For the largest force on an atom, the calculation gives 5.19 eV/A. The multiplicity is 3.

```
18
C5H11IN ωB97M-V/def2-TZVPD
C -0.559 1.430 -0.336
C -0.410 0.246 0.289
C -1.467 2.404 0.225
C -0.259 -2.175 -0.361
C 1.945 -0.879 0.472
N 0.328 -0.835 -0.314
I 3.206 0.406 -0.531
H -0.271 1.508 -1.428
H -0.732 0.061 1.373
H -2.410 2.008 0.214
H -1.610 3.404 -0.389
H -1.052 2.725 1.242
H -1.171 -1.929 -0.882
H 0.414 -2.770 -1.025
H -0.303 -2.602 0.676
H 1.692 -0.647 1.470
H 2.082 -1.951 0.598
H 0.577 -0.405 -1.293
```

***

This record from the Open Molecules 2025 dataset describes a cluster of 7 separate species, C18H53N3O10 in total in a non-equilibrium geometry. The level of theory is ωB97M-V/def2-TZVPD.

The charge is 0. For the energy above the lowest of the compared OMol25 structures with the same formula, charge and spin, the calculation gives 37.84 kcal per mole. Its LUMO energy is 0.24 eV. The value obtained for the HOMO energy is -8.447 eV. For the largest force on an atom, the calculation gives 2.40 eV/A. The multiplicity is 1.

```
84
C18H53N3O10 ωB97M-V/def2-TZVPD
C 8.940 2.513 -5.014
O 8.191 2.660 -3.846
C 7.557 1.454 -3.455
C 6.377 1.836 -2.572
N 5.901 0.811 -1.648
C 5.390 -0.393 -2.294
C 4.845 -1.370 -1.266
O 3.634 -0.909 -0.751
C 2.948 -1.899 0.003
H 9.483 3.439 -5.200
H 8.292 2.310 -5.876
H 9.702 1.724 -4.937
H 8.302 0.856 -2.919
H 7.190 0.935 -4.349
H 5.544 2.269 -3.132
H 6.649 2.711 -1.967
H 6.618 0.596 -0.964
H 6.057 -0.901 -3.002
H 4.547 -0.048 -2.913
H 5.601 -1.450 -0.461
H 4.755 -2.354 -1.747
H 2.503 -2.636 -0.670
H 2.177 -1.396 0.580
H 3.624 -2.386 0.714
C -5.371 -7.257 0.986
O -4.791 -6.522 -0.054
C -5.096 -5.157 -0.001
C -4.235 -4.469 -1.042
N -4.565 -3.118 -1.402
C -4.795 -2.199 -0.316
C -3.552 -1.960 0.515
O -2.520 -1.521 -0.336
C -1.379 -1.189 0.394
H -6.427 -7.472 0.787
H -5.237 -6.739 1.942
H -4.857 -8.216 1.068
H -4.890 -4.711 0.983
H -6.158 -4.983 -0.238
H -4.267 -5.101 -1.935
H -3.183 -4.563 -0.740
H -5.283 -3.083 -2.107
H -5.597 -2.562 0.351
H -5.130 -1.248 -0.732
H -3.254 -2.882 1.037
H -3.777 -1.181 1.253
H -0.544 -1.001 -0.279
H -1.096 -2.000 1.083
H -1.541 -0.283 0.997
C -6.873 4.025 3.575
O -6.032 3.346 2.658
C -5.464 2.218 3.208
C -4.639 1.475 2.125
N -4.213 2.341 1.024
C -2.930 2.984 1.296
C -2.423 3.864 0.167
O -1.009 3.826 0.053
C -0.591 2.699 -0.679
H -7.811 3.468 3.686
H -7.128 4.980 3.119
H -6.391 4.188 4.540
H -6.201 1.533 3.654
H -4.805 2.454 4.067
H -5.357 0.750 1.715
H -3.794 0.884 2.474
H -4.891 3.104 1.018
H -2.180 2.211 1.520
H -2.897 3.547 2.249
H -2.702 4.907 0.335
H -2.858 3.614 -0.811
H -0.971 1.763 -0.269
H 0.499 2.684 -0.665
H -0.915 2.814 -1.722
O 4.449 1.368 1.443
H 5.055 2.112 1.364
H 4.672 0.784 0.702
O 5.220 -0.366 4.043
H 5.979 -0.286 3.459
H 4.463 -0.388 3.449
O 1.731 0.794 2.087
H 1.463 0.850 1.164
H 2.674 1.010 2.062
O 3.002 2.174 -0.958
H 3.025 1.364 -1.479
H 3.553 1.949 -0.204
```

***

This record from the Open Molecules 2025 dataset describes a cluster of 3 separate species, C4H9FN3 in total in a non-equilibrium geometry. The level of theory is ωB97M-V/def2-TZVPD.

The charge is -1. For the energy above the lowest of the compared OMol25 structures with the same formula, charge and spin, the calculation gives 0.00 kcal per mole. Its LUMO energy is 4.18 eV. The value obtained for the HOMO energy is -2.800 eV. For the largest force on an atom, the calculation gives 1.85 eV/A. The multiplicity is 1.

```
17
C4H9FN3 ωB97M-V/def2-TZVPD
C -0.110 -0.838 0.537
C 0.494 0.388 -0.097
F 0.273 -0.904 1.956
H -0.288 0.438 -1.641
N 0.315 -2.048 -0.062
H 1.037 -1.944 -0.764
H -0.467 -2.613 -0.357
C 1.877 0.286 -0.384
N 3.001 0.227 -0.708
C 0.057 1.716 0.496
H 0.199 1.784 1.589
H 0.626 2.535 0.031
H -1.010 1.901 0.278
N -1.558 -0.809 0.622
H -1.907 -0.489 -0.296
H -1.833 -0.117 1.311
H -0.705 0.487 -2.509
```